Formula: C4H6N2O
Source: OMol25
Level of theory: the ωB97M-V functional and the def2-TZVPD basis

Computed properties:
- SMILES: Nc1cc[nH]c1O
- Gap between HOMO and LUMO: 0.30047 Eh
- Total charge: 0
- HOMO level: -0.2685 hartree
- F_max: 0.0139 Eh/bohr

Cartesian coordinates (Å):
O  -0.8673  -1.9864  -0.1739
N  1.2204  -0.9186  -0.2323
N  -1.8653  0.8691  -0.0603
C  -0.1453  -0.8388  -0.3877
C  0.6360  1.1752  0.2034
C  1.6938  0.2959  0.1529
C  -0.5408  0.4551  -0.1518
H  1.7436  -1.7523  -0.4384
H  0.6740  2.1898  0.5726
H  -2.5307  0.3354  -0.5915
H  -0.7149  -2.1107  0.7741
H  2.7388  0.4314  0.3788
H  -2.0424  1.8550  -0.0458

Calculated atomic charges, method natural (NBO), unit e: -0.69, -0.54, -0.82, 0.29, -0.35, -0.05, 0.07, 0.41, 0.22, 0.39, 0.47, 0.21, 0.38



Formula: C18H46N8O5P2Ti
Source: OMol25
Level of theory: the ωB97M-V functional and the def2-TZVPD basis

Computed properties:
- Multiplicity: 4
- Gap between HOMO and LUMO (spin up / spin down): 0.22755 / 0.22968 Eh
- Total charge: +1
- HOMO level (spin up / spin down): -0.3544 / -0.3544 hartree
- F_max: 0.0604 Eh/bohr

Cartesian coordinates (Å):
Ti  -2.6749  1.0595  -3.4758
P  1.3480  -5.6140  4.3032
P  -4.2915  6.8565  -3.7558
O  7.2082  -5.6830  -0.9985
O  7.6923  -3.9344  0.1267
O  -0.2863  1.4336  -1.1601
O  0.7578  -4.2281  4.4056
O  -4.4906  5.3924  -3.8004
N  -4.1371  7.4267  -5.3534
N  3.0301  -5.6359  4.3365
N  0.9233  1.0357  2.9278
N  -5.6610  7.7478  -3.2300
N  0.8531  -6.5814  5.6133
N  -2.9175  7.5358  -2.9313
N  0.9472  -6.5462  2.8876
N  7.0081  -4.4777  -0.7239
C  4.5034  -3.3594  -3.2630
C  5.5667  -2.4917  -0.8722
C  -6.9582  7.0859  -3.3947
C  5.5029  -4.0706  -2.6508
C  1.3110  -6.4360  7.0132
C  5.9697  -3.6970  -1.3808
C  4.6623  -1.6594  -1.5629
C  1.2494  -5.8801  1.6257
C  3.7133  -6.9597  4.4142
C  -3.8087  8.8114  -5.6628
C  0.7941  -7.9653  2.7095
C  -4.9928  6.8109  -6.3615
C  -5.6262  9.0726  -2.5610
C  -0.5916  -6.9299  5.7017
C  3.7606  -4.5724  4.9385
C  4.1334  -2.1303  -2.7580
C  -2.8606  7.3274  -1.4549
C  -1.6103  7.1676  -3.5236
H  -6.5728  9.3529  -2.0990
H  2.1866  -5.7946  7.1130
H  -5.0959  5.7362  -6.2117
H  -2.9135  9.0374  -5.0835
H  1.6091  -8.4791  2.1999
H  0.0832  0.6285  -1.5722
H  0.5802  -6.1365  0.8044
H  4.5282  -4.2292  4.2449
H  -4.5907  9.4469  -5.2473
H  4.3101  -0.7430  -1.1128
H  -0.8687  -7.3677  6.6607
H  -2.5620  6.3266  -1.1428
H  -4.5251  7.0397  -7.3191
H  5.8445  -4.9674  -3.1463
H  -1.5734  7.3743  -4.5931
H  5.8179  -2.1891  0.1337
H  1.0066  -4.8235  1.7388
H  4.0236  -3.5753  -4.2062
H  4.2120  -4.7996  5.9043
H  -1.2736  -6.0835  5.6194
H  0.7155  1.0906  1.9410
H  -3.6722  9.0493  -6.7178
H  3.0644  -7.7325  4.0022
H  2.2968  -5.8433  1.3260
H  -5.2975  9.7487  -3.3502
H  -7.4939  7.3271  -4.3129
H  1.5031  -7.4636  7.3218
H  -3.8847  7.1505  -1.1262
H  -6.8401  6.0035  -3.4444
H  -1.4059  6.1229  -3.2893
H  0.5380  -6.0506  7.6781
H  4.7033  -6.9192  3.9598
H  -0.7756  7.7788  -3.1802
H  0.7057  0.1109  3.2706
H  0.6749  -8.4992  3.6523
H  3.5290  -1.4953  -3.3887
H  1.8815  1.2680  3.1469
H  -4.9422  9.0505  -1.7126
H  0.3031  1.6582  3.4259
H  3.1433  -3.6916  5.1152
H  -5.9780  7.2761  -6.3289
H  -0.8923  -7.6742  4.9643
H  -2.4292  8.1082  -0.8286
H  3.9822  -7.2193  5.4381
H  -7.5622  7.2364  -2.4999
H  -0.1208  -8.0561  2.1240

Calculated atomic charges, method Mulliken, unit e: 0.84, 0.40, 0.50, -0.55, -0.55, -0.95, -0.86, -0.87, 0.21, 0.27, -0.46, 0.30, 0.28, 0.03, 0.30, 0.92, -0.52, -0.19, -1.09, -0.19, -1.06, 0.07, -0.65, -1.16, -0.83, -0.97, -1.19, -0.97, -0.82, -1.21, -1.14, -0.22, -1.12, -1.10, 0.39, 0.26, 0.27, 0.30, 0.35, 0.15, 0.36, 0.33, 0.23, 0.39, 0.49, 0.37, 0.37, 0.39, 0.36, 0.37, 0.33, 0.36, 0.34, 0.35, 0.32, 0.40, 0.21, 0.37, 0.19, 0.27, 0.35, 0.40, 0.32, 0.37, 0.42, 0.32, 0.36, 0.34, 0.38, 0.37, 0.38, 0.26, 0.38, 0.33, 0.31, 0.31, 0.32, 0.31, 0.41, 0.41



Formula: C28H22F3N2O6PS2V
Source: OMol25
Level of theory: the ωB97M-V functional and the def2-TZVPD basis

Computed properties:
- Multiplicity: 3
- Gap between HOMO and LUMO (spin up / spin down): 0.31640 / 0.31055 Eh
- Total charge: +1
- HOMO level (spin up / spin down): -0.4362 / -0.4351 hartree
- F_max: 0.0272 Eh/bohr

Cartesian coordinates (Å):
V  0.0346  -0.3775  1.4031
S  2.4906  -1.3781  1.7336
S  -0.6998  0.8256  3.6296
P  0.8485  0.6434  -0.6369
F  0.3118  0.8249  6.0019
F  1.4711  1.9292  4.5245
F  1.5320  -0.2424  4.5537
O  2.1312  0.0805  1.5951
O  -1.0421  -0.5839  3.3488
O  1.1564  -1.9723  2.0950
O  2.4841  -1.8878  0.1284
O  -1.6499  1.6559  4.2763
O  -0.1761  1.3688  2.3258
N  -2.0447  0.2564  0.7967
N  -0.9792  -2.0813  0.5488
C  -2.4314  0.9359  -3.1209
C  1.7982  5.1647  -0.3001
C  -2.2063  -0.0914  -4.0288
C  -0.1133  -0.5804  -2.9482
C  2.0376  4.3153  0.7700
C  0.7715  0.8272  4.7602
C  4.2936  -1.5153  -1.3647
C  -1.0471  -0.8461  -3.9413
C  1.1555  2.4475  -0.4832
C  4.2513  0.3377  -2.8943
C  -0.3213  0.4516  -2.0339
C  1.7230  2.9677  0.6832
C  -2.8973  -0.8504  1.1718
C  0.9398  3.3093  -1.5643
C  2.4317  0.0397  -1.3314
C  -1.4985  1.2039  -2.1288
C  3.0437  0.7530  -2.3607
C  -2.3285  -4.4880  1.0539
C  -4.2900  -3.1548  1.8503
C  -2.9827  -3.2656  1.3122
C  1.2546  4.6571  -1.4705
C  -2.2791  -2.0985  1.0024
C  4.8794  -0.7959  -2.3914
C  3.0783  -1.0978  -0.8536
C  -4.8542  -1.9291  2.0329
C  -1.0848  -4.4784  0.4912
C  -4.1523  -0.7520  1.6743
C  -0.4350  -3.2573  0.2708
H  -2.3293  1.1194  1.2432
H  2.5706  1.6468  -2.7479
H  4.7597  -2.4055  -0.9576
H  2.4751  4.6999  1.6831
H  -3.3293  1.5370  -3.1914
H  4.7059  0.9008  -3.6991
H  5.8296  -1.1197  -2.7976
H  0.7946  -1.1717  -2.8971
H  1.9254  2.3289  1.5303
H  0.5730  -3.2431  -0.1144
H  -1.6760  2.0255  -1.4437
H  -4.8306  -4.0567  2.1096
H  -5.8530  -1.8449  2.4432
H  -2.8229  -5.4227  1.2953
H  -0.8641  -1.6439  -4.6507
H  2.0421  6.2170  -0.2255
H  -0.5651  -5.3972  0.2579
H  1.0774  5.3072  -2.3191
H  -2.0867  0.3925  -0.2099
H  0.5436  2.9374  -2.4965
H  -2.9317  -0.2971  -4.8065
H  -4.6136  0.2191  1.8131

Calculated atomic charges, method natural (NBO), unit e: 1.35, 1.86, 2.29, 0.95, -0.28, -0.29, -0.29, -0.96, -0.93, -0.96, -0.72, -0.87, -0.95, -0.85, -0.52, -0.19, -0.17, -0.19, -0.14, -0.22, 0.74, -0.23, -0.21, -0.38, -0.20, -0.39, -0.10, 0.20, -0.20, -0.38, -0.25, -0.16, -0.08, -0.19, -0.02, -0.20, 0.10, -0.16, 0.28, -0.18, -0.27, -0.20, 0.14, 0.41, 0.23, 0.24, 0.23, 0.23, 0.23, 0.23, 0.22, 0.23, 0.23, 0.23, 0.23, 0.24, 0.23, 0.23, 0.23, 0.24, 0.23, 0.42, 0.22, 0.23, 0.23



Formula: C6H11ClO
Source: OMol25
Level of theory: the ωB97M-V functional and the def2-TZVPD basis

Computed properties:
- SMILES: C[C@H]1OCC[C@]1(C)Cl
- Gap between HOMO and LUMO: 0.39650 Eh
- Total charge: 0
- HOMO level: -0.3628 hartree
- F_max: 0.1050 Eh/bohr

Cartesian coordinates (Å):
Cl  -1.9579  -0.2744  -0.5582
O  1.8804  0.3495  -0.0302
C  -0.6190  -0.1009  1.6613
C  0.5913  0.7860  -0.4516
C  -0.3386  -0.2888  0.2824
C  0.5030  -1.4855  -0.1124
C  1.8867  -1.0652  -0.2347
C  0.2824  2.2132  -0.0945
H  0.3930  2.5803  0.9707
H  2.1471  -1.2561  -1.2849
H  -1.2665  0.7934  1.9127
H  0.3283  -2.2828  0.6520
H  0.3477  -1.9223  -1.0875
H  0.2326  0.0240  2.4552
H  2.6496  -1.4537  0.4095
H  1.0212  2.9024  -0.6315
H  -0.7888  2.3308  -0.4397
H  -1.1590  -0.9518  1.9610
H  0.5000  0.7514  -1.4892

Calculated atomic charges, method natural (NBO), unit e: -0.09, -0.52, -0.67, 0.07, 0.02, -0.47, -0.07, -0.64, 0.22, 0.16, 0.24, 0.22, 0.24, 0.24, 0.20, 0.23, 0.23, 0.23, 0.17



Formula: C2H3N4
Source: OMol25
Level of theory: the ωB97M-V functional and the def2-TZVPD basis

Computed properties:
- Gap between HOMO and LUMO (spin up / spin down): 0.23885 / 0.30600 Eh
- Total charge: +1
- HOMO level (spin up / spin down): -0.5834 / -0.5957 hartree
- F_max: 0.0532 Eh/bohr

Cartesian coordinates (Å):
N  -1.3788  0.0572  -0.3192
N  -0.0311  0.0509  -0.1733
N  -0.7908  0.4500  1.8883
N  0.7071  -0.3250  -1.2636
C  0.2913  0.1656  1.1297
C  -1.6441  0.4318  0.9687
H  0.0765  -0.8959  -1.8116
H  1.4530  0.1311  -1.7565
H  1.3170  -0.0659  1.3374

Calculated atomic charges, method natural (NBO), unit e: -0.27, 0.04, -0.38, -0.51, 0.27, 0.72, 0.42, 0.45, 0.26



Formula: C38H50Cl2NOOsP3
Source: OMol25
Level of theory: the ωB97M-V functional and the def2-TZVPD basis

Computed properties:
- Multiplicity: 5
- Gap between HOMO and LUMO (spin up / spin down): 0.18683 / 0.20639 Eh
- Total charge: +2
- HOMO level (spin up / spin down): -0.3452 / -0.4713 hartree
- F_max: 0.0825 Eh/bohr

Cartesian coordinates (Å):
Os  0.5151  -1.4475  1.7724
Cl  1.3382  -1.7925  4.0678
Cl  0.3351  -3.5661  0.6661
P  -1.5276  -2.1595  2.6334
P  -0.5952  -0.4268  -2.8129
P  -1.2408  2.7987  2.2779
O  0.3600  1.9187  -0.4567
N  3.0248  0.8023  3.4991
C  5.3837  -1.9788  0.9559
C  2.5829  2.1051  4.0719
C  -3.5277  2.3709  -3.3117
C  -2.2838  1.7383  -3.3348
C  -0.2036  4.1566  1.7514
C  2.6581  -1.6093  1.5378
C  4.3015  0.3692  4.1479
C  -2.6329  -2.7592  -5.4848
C  0.3532  0.3737  -5.3078
C  -1.2729  2.6893  4.0662
C  -0.5137  -3.8343  -5.0289
C  4.5691  -3.0790  1.2205
C  -2.3843  -1.8293  -4.4727
C  4.8531  -0.7015  1.0803
C  0.5365  0.4667  -3.9138
C  -2.4425  -1.0251  3.7397
C  -0.2488  -2.9021  -4.0217
C  -2.7437  -2.5652  1.3421
C  2.2155  2.1828  -4.2776
C  -0.4555  1.2660  1.6827
C  1.5683  1.2906  -3.4185
C  -3.1150  0.0798  -1.7538
C  1.0245  1.2495  -6.1652
C  3.5180  -0.5153  1.4889
C  -2.0802  0.5717  -2.5776
C  3.1435  0.8469  1.9667
C  -1.6922  -3.7494  -5.7788
C  1.9252  2.1855  -5.6441
C  -2.9131  2.9052  1.6561
C  0.0590  0.3285  2.5199
C  3.2190  -2.8819  1.5202
C  -1.3261  -3.6716  3.6433
C  -1.1500  -1.8442  -3.7974
C  -4.5498  1.8830  -2.4916
C  0.1619  -0.9646  -1.3457
C  -0.4225  0.9110  0.2093
C  0.0991  -0.5005  -0.0483
C  -4.3346  0.7551  -1.6923
H  -0.3105  -0.3861  -5.7205
H  2.3225  0.0515  3.7313
H  3.3571  2.8573  3.8778
H  -2.7646  -0.1386  3.1799
H  -1.9359  1.8732  4.3831
H  6.4349  -2.1082  0.6845
H  -1.4616  0.9321  -0.1601
H  0.5818  4.3473  2.4964
H  3.9295  1.5797  1.7468
H  2.4103  2.8995  -6.3130
H  -0.2734  2.5049  4.4785
H  -1.8876  -4.4613  -6.5831
H  -3.7013  -2.8454  1.7967
H  -3.6914  3.2464  -3.9399
H  -0.8254  5.0555  1.6332
H  2.9533  2.8800  -3.8742
H  4.9743  -4.0951  1.1937
H  0.1317  0.5264  3.5948
H  -1.7929  -0.7085  4.5632
H  -2.8894  -1.6905  0.7026
H  5.4736  0.1863  0.9325
H  0.2595  3.8852  0.7922
H  0.7251  -1.8964  -1.4637
H  -2.3155  -4.0854  3.8781
H  -2.9706  -0.8394  -1.1773
H  -5.5166  2.3850  -2.4731
H  -3.5683  -2.7010  -6.0405
H  0.2019  -4.6306  -5.2354
H  -0.7910  -3.4185  4.5660
H  5.1197  1.0040  3.7877
H  0.8370  1.1922  -7.2362
H  4.4929  -0.6847  3.9182
H  4.1734  0.4961  5.2291
H  1.8926  1.2187  -2.3745
H  2.4531  1.9677  5.1526
H  2.1900  1.2076  1.5627
H  2.5975  -3.7462  1.7411
H  -5.1207  0.3877  -1.0270
H  -3.3285  -1.5286  4.1489
H  -3.2020  3.9655  1.6161
H  -1.4754  2.1263  -3.9573
H  0.3879  1.7124  -1.4137
H  -3.5941  2.3726  2.3358
H  -3.1407  -1.0851  -4.2196
H  -2.9940  2.4635  0.6544
H  -0.7383  -4.4013  3.0754
H  0.6633  -2.9828  -3.4259
H  -2.3556  -3.3859  0.7322
H  1.6407  2.4125  3.6042
H  -1.6473  3.6413  4.4644

Calculated atomic charges, method Mulliken, unit e: -0.02, -0.37, -0.42, 0.55, 2.49, 1.25, -0.83, 0.00, -0.75, -0.20, -0.71, -1.02, -1.26, 0.91, -0.74, -0.72, -0.45, -1.18, -0.73, -0.87, -0.03, -0.56, -0.30, -0.99, -0.44, -0.78, -0.83, -0.28, 0.16, -0.47, -0.65, 0.11, 0.92, -0.16, -0.55, -0.58, -0.93, -2.16, -0.64, -1.32, -0.01, -0.73, -0.93, 1.94, 1.13, -0.68, 0.33, -0.22, 0.43, 0.07, 0.32, 0.43, -0.85, 0.42, 0.70, 0.40, 0.35, 0.40, 0.61, 0.44, 0.53, 0.43, 0.44, 1.13, 0.27, -0.14, 0.41, 0.25, 0.33, 0.47, 0.46, 0.43, 0.43, 0.41, 0.41, 0.41, 0.44, 0.22, 0.43, 0.38, 0.40, -0.26, 0.50, 0.49, 0.64, 0.50, 0.40, 0.20, 0.43, 0.33, 0.10, 0.36, 0.38, 0.38, -0.46, 0.48